Entry 1:
DFT (ωB97M-V with the def2-TZVPD basis set) results for a structure of composition C28H37BrFGeO5S5TeY.

Calculated values
Total charge: -2
Electronic energy in Eh: -8513.7285
Gap between HOMO and LUMO in hartree: 0.20315

Last column: Löwdin charge in e.
Positions of all 80 atoms, in Å:
Y -0.406 -0.962 1.103  0.799
C -4.263 0.944 -5.392  -0.053
C -3.293 1.944 -4.745  -0.559
C -2.393 2.569 -5.822  -0.051
C -4.124 3.059 -4.104  -0.073
C -2.408 1.236 -3.729  -0.192
C -2.247 1.691 -2.432  -0.084
C -1.406 1.014 -1.579  -0.488
Br -1.135 1.706 0.197  0.906
C -0.688 -0.156 -1.906  -0.401
O 0.063 -0.725 -0.998  -0.499
C -0.809 -0.577 -3.260  -0.073
C -1.658 0.125 -4.101  -0.009
C -0.012 -1.722 -3.891  -0.522
C 0.878 -1.117 -4.994  -0.049
C 0.907 -2.460 -2.921  -0.070
C -0.976 -2.760 -4.490  -0.045
H -4.916 1.451 -6.104  0.074
H -4.878 0.478 -4.626  0.090
H -3.726 0.161 -5.920  0.070
H -2.991 3.103 -6.561  0.074
H -1.812 1.803 -6.330  0.074
H -1.700 3.269 -5.359  0.087
H -4.780 3.506 -4.852  0.075
H -3.485 3.842 -3.706  0.078
H -4.741 2.665 -3.300  0.087
H -2.739 2.573 -2.061  0.089
H -1.724 -0.206 -5.127  0.093
H 1.525 -0.358 -4.556  0.087
H 0.290 -0.651 -5.782  0.065
H 1.501 -1.889 -5.445  0.076
H 1.650 -1.780 -2.517  0.051
H 1.425 -3.268 -3.440  0.086
H 0.338 -2.894 -2.102  0.011
H -1.646 -2.320 -5.225  0.064
H -1.573 -3.198 -3.694  0.089
H -0.415 -3.559 -4.974  0.077
S 1.707 -2.325 2.302  0.161
S 1.118 -4.277 2.438  -0.035
S 0.506 -4.654 0.468  -0.178
S -1.083 -3.475 0.060  -0.020
F 0.736 0.345 2.199  -0.608
C 4.312 1.547 -0.176  -0.448
Te 2.334 0.568 -0.432  1.281
C 3.272 -1.382 -0.365  -0.450
H 4.754 1.296 0.783  -0.032
H 4.150 2.621 -0.204  -0.032
H 5.014 1.292 -0.963  -0.025
H 3.924 -1.543 -1.219  -0.003
H 2.474 -2.116 -0.368  -0.051
H 3.840 -1.489 0.553  -0.020
O -1.238 -1.717 2.957  -0.563
S -2.430 -0.789 2.628  0.266
O -3.625 -1.248 3.281  -0.294
O -2.495 -0.902 1.129  -0.480
O -2.047 0.576 2.935  -0.359
Ge 0.689 -1.067 4.127  0.764
C 2.600 -0.523 4.584  -0.330
C 3.260 -1.218 5.587  -0.136
C 4.576 -0.940 5.911  -0.118
C 5.260 0.051 5.229  -0.128
C 4.623 0.742 4.214  -0.106
C 3.307 0.452 3.894  -0.117
C -0.392 0.381 4.976  -0.309
C -0.153 1.721 4.728  -0.115
C -0.889 2.696 5.373  -0.099
C -1.855 2.336 6.296  -0.117
C -2.085 0.997 6.564  -0.101
C -1.364 0.026 5.894  -0.125
H 0.491 -2.304 5.079  0.013
H 2.728 -1.999 6.109  0.082
H 5.076 -1.497 6.695  0.087
H 6.292 0.263 5.473  0.085
H 5.154 1.510 3.668  0.090
H 2.829 0.977 3.080  0.079
H 0.578 1.998 3.984  0.095
H -0.719 3.743 5.146  0.092
H -2.446 3.099 6.788  0.085
H -2.843 0.717 7.285  0.091
H -1.571 -1.023 6.055  0.098



Entry 2:
DFT (ωB97M-V with the def2-TZVPD basis set) results for an isolated molecule of C28H37BrN4O4.

Calculated values
SMILES: NC(=O)C[C@@H](NC(=O)c1cccc(Br)c1)c1ccc(NC2CCCCCCCCCCC2)c([N+](=O)[O-])c1
Total charge: 0
Electronic energy in Eh: -4183.1462
Gap between HOMO and LUMO in hartree: 0.28549

Last column: Löwdin charge in e.
Positions of all 74 atoms, in Å:
N -6.162 -3.550 1.589  0.187
C -5.941 -2.268 1.946  -0.554
O -6.837 -1.488 2.182  0.052
C -4.474 -1.868 2.007  -0.039
H -3.862 -2.671 2.418  0.120
H -4.383 -0.986 2.643  0.133
C -4.006 -1.514 0.576  -0.261
N -4.993 -0.667 -0.055  0.116
C -5.834 -1.163 -0.994  -0.443
O -5.676 -2.251 -1.515  0.075
C -6.949 -0.243 -1.366  -0.128
C -7.713 0.377 -0.382  -0.071
C -8.761 1.192 -0.770  -0.664
C -9.058 1.409 -2.106  -0.126
C -8.299 0.775 -3.075  -0.067
C -7.255 -0.055 -2.709  -0.015
H -6.665 -0.565 -3.455  0.119
H -8.530 0.930 -4.118  0.107
H -9.878 2.055 -2.381  0.100
Br -9.823 2.039 0.565  0.732
H -7.528 0.189 0.666  0.090
H -5.255 0.177 0.431  0.145
C -2.631 -0.896 0.615  -0.174
C -2.419 0.455 0.505  0.059
C -1.133 1.009 0.575  -0.076
C 0.005 0.180 0.776  -0.161
N 1.238 0.687 0.875  0.087
H 1.313 1.691 0.728  0.098
C 2.476 -0.035 1.061  -0.312
C 2.971 -0.605 -0.282  -0.141
H 3.313 0.217 -0.908  0.097
C 4.086 -1.638 -0.121  -0.194
H 4.811 -1.285 0.610  0.090
H 3.659 -2.564 0.273  0.115
C 4.811 -1.950 -1.434  -0.202
H 4.069 -2.221 -2.189  0.111
H 5.456 -2.818 -1.278  0.112
C 5.663 -0.796 -1.971  -0.203
H 5.043 0.096 -2.052  0.088
C 6.895 -0.495 -1.112  -0.205
H 6.668 -0.677 -0.062  0.087
H 7.694 -1.188 -1.384  0.113
C 7.415 0.937 -1.269  -0.205
H 7.588 1.133 -2.330  0.111
H 8.378 1.015 -0.759  0.110
C 6.478 2.017 -0.718  -0.205
H 5.499 1.909 -1.183  0.088
C 6.336 1.983 0.804  -0.204
H 6.236 0.951 1.141  0.086
H 7.251 2.375 1.253  0.116
C 5.147 2.798 1.321  -0.198
H 5.203 3.804 0.902  0.113
H 5.227 2.889 2.407  0.113
C 3.775 2.205 0.979  -0.192
H 3.725 2.033 -0.095  0.095
H 3.014 2.951 1.219  0.112
C 3.483 0.906 1.740  -0.133
H 4.409 0.351 1.885  0.096
H 3.102 1.154 2.733  0.125
H 6.863 2.995 -1.014  0.115
H 5.988 -1.045 -2.984  0.114
H 2.125 -1.067 -0.796  0.119
H 2.296 -0.873 1.747  0.142
C -0.248 -1.209 0.878  -0.001
C -1.513 -1.722 0.801  -0.012
H -1.654 -2.791 0.876  0.122
H 0.584 -1.880 1.012  0.104
N -1.047 2.412 0.433  -0.340
O -2.076 3.045 0.276  0.071
O 0.058 2.955 0.470  0.047
H -3.235 1.141 0.345  0.120
H -3.975 -2.424 -0.036  0.148
H -5.425 -4.133 1.234  0.108
H -7.111 -3.835 1.407  0.119



Entry 3:
DFT (ωB97M-V with the def2-TZVPD basis set) results for a structure of composition C28H37ClN4P2Tc.

Calculated values
Expectation value of S²: 3.794
Total charge: +2
Electronic energy in Eh: -2531.0229
Multiplicity: 4
Gap between HOMO and LUMO (alpha / beta) in hartree: 0.20490 / 0.11517

Last column: Löwdin charge in e.
Positions of all 73 atoms, in Å:
Tc 0.212 -0.401 2.134  1.142
C -0.530 0.789 4.119  -0.102
C -1.382 0.817 2.983  -0.292
C -1.582 2.041 2.120  -0.211
C -0.307 2.738 1.580  -0.171
C 0.806 1.750 1.360  -0.186
C 1.609 1.304 2.445  -0.236
C 1.534 2.140 3.722  -0.151
C 0.228 1.985 4.530  -0.156
C 1.474 -1.467 3.441  -0.206
H -0.607 0.024 4.911  0.125
H -2.344 0.303 3.079  0.110
H -2.174 2.798 2.651  0.142
H -2.191 1.722 1.271  0.019
H -0.416 3.347 0.644  0.123
H -0.040 3.526 2.328  0.122
H 1.257 1.664 0.365  0.097
H 2.616 0.932 2.236  0.106
H 1.626 3.216 3.488  0.128
H 2.353 1.898 4.407  0.123
H 0.461 1.872 5.598  0.132
H -0.375 2.903 4.449  0.130
H 1.032 -1.797 4.407  0.029
H 2.458 -1.057 3.713  0.038
H 1.646 -2.390 2.837  0.009
P 1.593 -1.231 -0.594  1.101
P -2.004 -0.237 -0.476  1.173
N 2.987 -0.284 -1.099  -0.276
N 1.977 -2.571 -1.845  -0.230
N -2.088 1.312 -1.446  -0.256
N -3.571 -0.765 -1.305  -0.186
C 0.445 -0.399 -1.752  -0.433
C -0.901 -1.134 -1.670  -0.412
C 4.063 -0.037 -0.240  -0.147
C 4.907 0.897 -0.841  -0.061
C 4.353 1.208 -2.121  -0.051
C 3.195 0.463 -2.260  -0.146
C 2.314 -3.881 -1.492  -0.147
C 2.977 -4.480 -2.560  -0.071
C 3.020 -3.519 -3.622  -0.062
C 2.381 -2.378 -3.172  -0.153
C -2.273 2.606 -0.961  -0.142
C -2.284 3.498 -2.011  -0.042
C -2.110 2.748 -3.210  -0.036
C -2.015 1.409 -2.849  -0.163
C -4.377 -0.103 -2.245  -0.001
C -5.238 -1.007 -2.851  0.042
C -5.024 -2.273 -2.210  0.029
C -3.987 -2.105 -1.305  -0.013
H 0.781 -0.421 -2.792  0.067
H 0.347 0.661 -1.486  0.063
H -1.365 -1.273 -2.669  0.096
H -0.779 -2.156 -1.236  0.072
H 4.137 -0.572 0.695  0.098
H 5.801 1.320 -0.420  0.101
H 4.722 1.903 -2.854  0.106
H 2.530 0.393 -3.101  0.087
H 2.044 -4.262 -0.517  0.097
H 3.393 -5.478 -2.572  0.103
H 3.471 -3.622 -4.604  0.110
H 2.191 -1.459 -3.713  0.085
H -2.348 2.798 0.090  0.069
H -2.390 4.564 -1.922  0.113
H -2.078 3.151 -4.211  0.115
H -1.971 0.519 -3.464  0.110
H -4.292 0.955 -2.445  0.129
H -5.913 -0.751 -3.657  0.135
H -5.582 -3.191 -2.377  0.135
H -3.521 -2.809 -0.627  0.142
Cl -0.863 -3.450 2.600  0.514
C -1.039 -1.779 3.198  -0.755
H -2.122 -1.593 3.121  0.012
H -0.856 -1.845 4.288  0.015



Entry 4:
DFT (ωB97M-V with the def2-TZVPD basis set) results for a structure of composition C28H37CrGeIN5O4.

Calculated values
Expectation value of S²: 6.014
Total charge: +3
Electronic energy in Eh: -5082.2591
Multiplicity: 5
Gap between HOMO and LUMO (alpha / beta) in hartree: 0.30198 / 0.28654

Last column: Löwdin charge in e.
Positions of all 77 atoms, in Å:
Cr 0.430 1.001 0.081  0.488
N 0.564 0.158 2.301  0.050
C 0.867 -1.282 2.099  -0.264
C 0.121 -2.156 3.128  -0.126
C 0.161 -3.678 2.951  -0.162
C 1.497 -4.376 3.171  -0.156
N 1.844 -4.410 4.598  0.094
C 2.798 -5.178 5.123  -0.421
N 2.995 -5.198 6.440  0.219
N 3.576 -5.911 4.331  0.230
C 0.537 -1.696 0.656  -0.548
O 0.912 -2.737 0.198  0.131
O -0.210 -0.800 -0.006  -0.274
H 1.076 0.540 3.088  0.115
H -0.422 0.242 2.539  0.101
H 1.947 -1.409 2.190  0.158
H -0.934 -1.868 3.087  0.130
H 0.475 -1.861 4.121  0.122
H -0.164 -3.931 1.944  0.115
H -0.574 -4.121 3.628  0.132
H 2.294 -3.894 2.601  0.129
H 1.396 -5.402 2.810  0.135
H 1.224 -3.942 5.240  0.155
H 2.418 -4.665 7.068  0.137
H 3.685 -5.800 6.857  0.140
H 3.392 -5.986 3.346  0.120
H 4.276 -6.524 4.716  0.143
Ge -0.107 -0.427 -2.256  1.166
C -1.885 0.118 -2.656  -0.332
C -2.225 1.448 -2.925  -0.109
C -3.488 1.752 -3.402  -0.052
C -4.412 0.733 -3.618  -0.039
C -4.077 -0.588 -3.361  -0.049
C -2.814 -0.901 -2.873  -0.099
C 1.334 0.462 -3.162  -0.339
C 2.207 -0.375 -3.858  -0.115
C 3.193 0.178 -4.667  -0.056
C 3.332 1.556 -4.750  -0.044
C 2.472 2.393 -4.045  -0.050
C 1.469 1.849 -3.257  -0.128
H 0.096 -1.933 -2.266  0.042
H -1.508 2.247 -2.780  0.099
H -3.752 2.778 -3.622  0.121
H -5.397 0.972 -3.998  0.122
H -4.793 -1.378 -3.547  0.121
H -2.560 -1.935 -2.670  0.109
H 2.105 -1.453 -3.796  0.107
H 3.844 -0.470 -5.241  0.121
H 4.101 1.982 -5.380  0.122
H 2.570 3.467 -4.133  0.120
H 0.775 2.511 -2.753  0.078
N 4.320 0.332 -1.268  0.264
C 3.380 0.883 -0.530  -0.563
O 2.291 0.300 -0.339  -0.137
C 3.690 2.219 0.098  -0.439
I 1.911 3.364 0.300  1.202
H 4.146 -0.566 -1.699  0.146
H 5.209 0.777 -1.431  0.149
H 4.392 2.815 -0.478  0.076
H 4.061 2.079 1.111  0.080
C -3.346 0.725 0.406  0.032
C -2.532 1.959 0.208  -0.309
O -1.280 1.855 0.209  -0.149
C -3.149 3.259 0.047  -0.165
C -4.545 3.382 0.034  0.004
C -5.129 4.628 -0.100  -0.030
C -4.328 5.757 -0.223  -0.017
C -2.939 5.647 -0.219  -0.036
C -2.354 4.406 -0.084  -0.002
H -2.699 -0.146 0.453  0.082
H -4.056 0.604 -0.414  0.101
H -3.926 0.808 1.329  0.118
H -5.176 2.509 0.123  0.121
H -6.205 4.723 -0.108  0.124
H -4.788 6.731 -0.319  0.126
H -2.327 6.533 -0.321  0.120
H -1.277 4.309 -0.074  0.092



Entry 5:
DFT (ωB97M-V with the def2-TZVPD basis set) results for a structure of composition C28H37FLaN7O3PS2.

Calculated values
Expectation value of S²: 0.765
Total charge: 0
Electronic energy in Eh: -2967.6414
Multiplicity: 2
Gap between HOMO and LUMO (alpha / beta) in hartree: 0.14398 / 0.28369

Last column: Löwdin charge in e.
Positions of all 80 atoms, in Å:
La 0.827 0.695 0.320  1.847
C 0.387 1.525 3.548  -0.180
C 1.923 1.467 3.686  -0.102
C 2.679 2.117 2.555  -0.317
C 3.051 3.453 2.609  -0.017
C 3.752 4.011 1.552  -0.037
C 4.117 3.187 0.499  -0.036
C 3.750 1.855 0.543  -0.149
N 3.018 1.324 1.529  -0.021
N -0.216 0.406 2.807  -0.231
C -1.667 0.622 2.703  -0.167
C -2.109 1.548 1.602  -0.324
C -3.146 2.449 1.799  -0.009
C -3.645 3.156 0.717  -0.041
C -3.099 2.919 -0.535  -0.035
C -2.065 2.006 -0.642  -0.149
N -1.574 1.334 0.397  -0.096
C 0.049 -0.886 3.460  -0.116
C 0.792 -1.864 2.575  -0.249
C 0.693 -3.225 2.823  -0.015
C 1.430 -4.110 2.051  -0.038
C 2.245 -3.593 1.052  -0.033
C 2.281 -2.227 0.864  -0.136
N 1.565 -1.365 1.601  -0.039
H 0.117 2.440 3.016  0.118
H -0.052 1.571 4.562  0.130
H 2.261 0.432 3.749  0.109
H 2.185 1.983 4.613  0.122
H 2.788 4.050 3.469  0.117
H 4.017 5.057 1.561  0.111
H 4.673 3.571 -0.342  0.111
H 4.066 1.169 -0.233  0.107
H -2.091 0.958 3.664  0.134
H -2.147 -0.328 2.428  0.049
H -3.572 2.583 2.780  0.113
H -4.456 3.857 0.847  0.109
H -3.469 3.425 -1.415  0.110
H -1.628 1.778 -1.610  0.110
H -0.886 -1.354 3.787  0.132
H 0.651 -0.734 4.366  0.132
H 0.050 -3.580 3.614  0.118
H 1.370 -5.173 2.225  0.112
H 2.843 -4.240 0.427  0.112
H 2.904 -1.791 0.094  0.100
C -3.559 -4.905 0.000  -0.085
C -2.443 -4.241 0.785  -0.348
O -1.545 -3.526 -0.051  -0.353
P -1.970 -2.128 -0.734  -0.059
S -0.271 -1.286 -1.374  0.337
S -3.325 -1.235 0.401  0.361
O -2.690 -2.679 -2.088  -0.356
C -2.810 -1.788 -3.182  -0.357
C -3.465 -2.508 -4.346  -0.072
H -4.161 -5.519 0.666  0.076
H -3.147 -5.521 -0.794  0.080
H -4.188 -4.139 -0.447  0.057
H -1.824 -4.986 1.297  0.110
H -2.877 -3.549 1.519  0.058
H -1.807 -1.438 -3.459  0.062
H -3.407 -0.916 -2.884  0.110
H -2.907 -3.410 -4.591  0.076
H -3.469 -1.846 -5.209  0.074
H -4.488 -2.779 -4.097  0.074
F 0.630 2.857 0.667  -0.548
C 2.888 -0.680 -4.190  -0.035
N 2.343 0.555 -3.684  -0.077
C 1.961 1.557 -4.530  -0.142
C 1.354 2.682 -4.050  -0.058
C 1.074 2.734 -2.669  -0.438
N 1.457 1.739 -1.852  -0.023
C 2.127 0.678 -2.319  -0.630
O 2.572 -0.171 -1.537  -0.166
N 0.385 3.742 -2.098  0.116
H 3.587 -0.482 -5.002  0.085
H 2.087 -1.338 -4.536  0.091
H 3.402 -1.170 -3.366  0.082
H 2.176 1.405 -5.575  0.092
H 1.073 3.487 -4.707  0.093
H 0.232 4.598 -2.601  0.095
H 0.340 3.726 -1.085  0.053



Entry 6:
DFT (ωB97M-V with the def2-TZVPD basis set) results for an isolated molecule of C28H37NO5.

Calculated values
SMILES: COCCCN1C2=C(C(=O)CC(C)(C)C2)C(c2ccc(O)c(OC)c2)C2=C1CC(C)(C)CC2=O
Total charge: 0
Electronic energy in Eh: -1519.2872
Gap between HOMO and LUMO in hartree: 0.24860

Last column: Löwdin charge in e.
Positions of all 71 atoms, in Å:
C 3.037 -1.665 -0.038  -0.020
H 2.030 -0.980 -0.074  0.142
O 2.629 -2.931 -0.636  -0.229
C 1.845 -3.640 0.150  -0.293
C 0.374 -2.998 0.161  -0.214
H -0.113 -4.057 0.073  0.156
H 0.503 -2.706 -0.794  0.078
C -0.055 -2.178 1.143  -0.224
N -0.453 -0.884 0.681  0.026
C -1.502 -0.836 -0.114  -0.153
C -1.570 0.190 -1.116  0.024
C -2.697 0.598 -1.969  -0.314
O -2.865 1.709 -2.304  0.144
C -3.726 -0.695 -2.003  -0.024
C -3.934 -1.289 -0.670  -0.554
C -4.699 -2.644 -0.843  -0.052
H -5.773 -2.210 -1.006  0.119
H -4.367 -3.269 -1.603  0.059
H -5.091 -3.198 -0.028  0.066
C -4.383 -0.603 0.421  -0.087
H -5.430 -0.014 0.097  0.172
H -3.643 0.223 0.544  0.108
H -4.585 -1.145 1.284  0.072
C -2.375 -2.079 -0.247  0.025
H -2.354 -2.579 -1.150  0.089
H -2.676 -2.454 0.766  0.136
H -3.298 -1.206 -2.567  -0.011
H -4.743 -0.263 -2.420  0.180
C -0.361 1.262 -0.847  -0.129
C 0.076 1.283 0.601  -0.187
C 0.059 0.179 1.144  -0.216
C 0.659 0.278 2.613  -0.046
H 1.731 -0.154 2.573  0.128
C 0.591 1.588 3.443  -0.602
C 1.201 2.615 2.484  0.012
C 0.454 2.480 0.915  -0.147
O 0.331 3.782 0.399  -0.074
H 2.355 2.149 2.340  0.185
H 1.081 3.543 2.844  0.059
C -0.808 1.727 3.484  -0.069
H -1.454 1.718 2.836  0.016
H -0.798 2.607 4.050  0.098
H -1.250 1.089 4.272  0.120
C 1.401 1.519 4.784  0.033
H 1.261 2.488 5.074  0.063
H 2.249 1.232 4.631  -0.031
H 0.886 0.667 5.463  0.152
H 0.128 -0.627 3.426  0.193
C 0.538 1.070 -1.948  -0.112
C 0.925 -0.198 -2.593  -0.073
C 1.832 -0.382 -3.377  -0.057
C 2.756 0.630 -3.587  -0.259
C 2.415 1.842 -2.916  -0.172
C 1.571 1.986 -1.953  0.005
H 1.380 2.894 -1.454  0.105
O 3.650 2.570 -3.219  -0.147
C 3.430 4.185 -2.658  0.145
H 4.365 4.660 -3.084  0.118
H 3.413 4.019 -1.656  0.039
H 2.527 4.252 -2.878  -0.017
O 3.802 0.485 -4.298  0.181
H 4.390 1.144 -4.354  0.054
H 1.958 -1.304 -3.833  0.124
H 0.271 -0.986 -2.372  0.100
H -0.889 2.296 -1.000  0.177
H 0.848 -2.147 1.958  0.163
H -0.747 -2.774 1.887  0.171
H 1.972 -4.815 -0.412  0.194
H 2.387 -3.714 1.187  0.136
H 3.979 -1.521 -0.613  0.118
H 3.347 -1.816 0.907  0.028



Among the records above, which one has the highest electronic energy?
C28H37NO5